70
Properties=species:S:1:pos:R:3 method="wB97M-V/def2-TZVPD" s_squared=2.024 spin_multiplicity=3 max_force_ev_per_a=0.27 de_lowest_ev=0.191 e_tot_ev=-113355.608 charge=+1
Au -1.725 0.079 0.708
N -4.670 -1.917 0.422
C -3.775 -2.073 -0.564
N -3.952 -2.909 -1.601
N -2.877 -2.774 -2.322
N -2.050 -1.886 -1.760
N -2.594 -1.438 -0.660
C -4.550 -1.103 1.506
N -5.470 -1.075 2.465
N -5.006 -0.219 3.349
N -3.850 0.265 2.956
N -3.535 -0.271 1.786
H -5.518 -2.476 0.376
O 0.173 0.164 -0.211
As 1.054 -0.974 -1.111
C 2.879 -0.568 -0.767
C 3.686 -1.411 -0.014
C 5.000 -1.042 0.244
C 5.493 0.157 -0.246
C 4.683 0.996 -1.003
C 3.373 0.635 -1.269
C 0.757 -0.716 -2.971
C 1.493 -1.443 -3.898
C 1.289 -1.219 -5.251
C 0.370 -0.264 -5.665
C -0.348 0.471 -4.731
C -0.159 0.246 -3.377
C 0.642 -2.718 -0.477
C 0.388 -3.776 -1.341
C 0.075 -5.020 -0.814
C 0.014 -5.198 0.562
C 0.262 -4.136 1.422
C 0.581 -2.889 0.904
H 3.304 -2.351 0.364
H 5.637 -1.695 0.825
H 6.518 0.439 -0.045
H 5.077 1.926 -1.391
H 2.746 1.281 -1.873
H 2.230 -2.172 -3.579
H 1.853 -1.783 -5.982
H 0.216 -0.090 -6.721
H -1.058 1.218 -5.060
H -0.721 0.807 -2.640
H 0.397 -3.631 -2.414
H -0.132 -5.848 -1.478
H -0.230 -6.171 0.968
H 0.211 -4.279 2.493
H 0.774 -2.056 1.572
C 0.303 1.697 2.403
N 0.858 2.931 2.910
C 1.101 3.836 1.784
N -0.138 4.146 1.064
C -0.698 2.915 0.555
N -0.985 1.942 1.667
C -1.928 2.613 2.625
N -1.369 3.848 3.125
C -0.111 3.555 3.814
C -1.090 4.745 2.004
H 0.083 1.019 3.230
H 0.994 1.224 1.708
H 1.810 3.371 1.096
H 1.532 4.764 2.159
H 0.001 2.435 -0.128
H -1.639 3.118 0.040
H -2.125 1.925 3.443
H -2.864 2.806 2.098
H -0.306 2.883 4.651
H 0.307 4.484 4.201
H -0.672 5.676 2.387
H -2.020 4.968 1.479